Molecular formula: CH4N2O2S
Method: DFT, ωB97M-V with the def2-TZVPD basis set

Geometry as XYZ:
```
10
Properties=species:S:1:pos:R:3
H -0.1252 1.2779 1.1281
N -0.2852 1.2077 0.1114
C -1.0405 0.3295 -0.3430
O -1.6867 -0.6861 0.3380
N -1.3846 -0.9820 1.7172
O -2.0061 -1.8512 2.1797
H -1.1245 0.1119 -1.4583
S 2.4233 -0.2647 -1.4177
H 1.6908 0.3621 -0.4935
H 3.5387 0.4950 -1.7619
```

Computed properties:
max |F| = 0.0419 hartree/bohr
HOMO level = -9.58 eV
SMILES string = [H]/N=C\ON=O.S
relative energy (zero: lowest compared OMol25 entry of this formula, charge and spin) = 83.72 kcal/mol

=====

Molecular formula: C4H13N4
Method: DFT, ωB97M-V with the def2-TZVPD basis set

Geometry as XYZ:
```
21
Properties=species:S:1:pos:R:3
C -1.4788 -1.4768 0.5829
N -0.8870 -0.6100 -0.4161
C 0.4471 -0.9951 -0.7772
C 1.4018 -0.1520 0.2155
N 2.7732 -0.1399 -0.0689
N 0.6936 1.1638 0.2884
N -0.5887 0.9036 0.2908
C -1.4147 1.8110 -0.5671
H -2.5920 -1.1981 0.8164
H -1.6064 -2.5084 0.1280
H -0.9290 -1.6508 1.4770
H 0.5337 -0.8023 -1.8025
H 0.6221 -1.9794 -0.5397
H 1.1625 -0.7010 1.0974
H 3.3134 0.6606 -0.1511
H 3.2150 -0.7395 0.7184
H 0.9649 1.8122 -0.4482
H -0.8822 0.7400 1.2806
H -1.6731 2.6426 0.0171
H -0.7378 1.9255 -1.3156
H -2.3375 1.2941 -0.8259
```

Computed properties:
max |F| = 0.0935 hartree/bohr
charge = +1
HOMO level = -13.54 eV
SMILES string = CN1C[C@@H](N)N[N@H+]1C
relative energy (zero: lowest compared OMol25 entry of this formula, charge and spin) = 114.22 kcal/mol

=====

Molecular formula: C9H9NOS
Method: DFT, ωB97M-V with the def2-TZVPD basis set

Geometry as XYZ:
```
21
Properties=species:S:1:pos:R:3
C 0.5713 -1.5251 1.1339
C -0.4609 -0.8438 0.1794
C -1.7856 -0.8797 1.0164
C 0.1639 0.3552 -0.2168
N 0.5923 0.7220 -1.9145
C 1.0344 1.9255 -1.7943
C 1.5176 2.9430 -2.7552
C 1.9131 4.0913 -2.1092
S 1.6975 4.0436 -0.3937
C 0.9888 2.5046 -0.5217
C 0.5326 1.5779 0.5224
O 0.3541 1.8263 1.7410
H 1.2551 -0.8159 1.3642
H 1.0324 -2.2467 0.5718
H 0.1186 -1.9281 2.1039
H -0.7435 -1.2547 -0.8628
H -1.6309 -0.3119 1.8861
H -2.1294 -1.8229 1.2491
H -2.4996 -0.3066 0.5802
H 1.4479 2.6730 -3.8230
H 2.1938 5.0000 -2.6976
```

Computed properties:
max |F| = 0.1044 hartree/bohr
HOMO level (alpha / beta) = -8.46 / -8.38 eV
SMILES string = CC(C)C1=Nc2ccsc2C1=O
relative energy (zero: lowest compared OMol25 entry of this formula, charge and spin) = 119.11 kcal/mol

=====

Molecular formula: C28H50N3O3ReSSi2Te
Method: DFT, ωB97M-V with the def2-TZVPD basis set

Geometry as XYZ:
```
89
Properties=species:S:1:pos:R:3
Re -1.7516 0.1958 0.9649
C -4.3412 1.7331 1.8390
C -3.3808 1.7209 3.0182
N -1.9661 1.6226 2.5628
C -1.3064 2.9138 2.2083
C -1.7182 3.4654 0.8523
S -1.7256 2.1664 -0.4621
C -3.4552 2.2397 -1.0712
C -4.3229 1.1004 -0.5424
N -3.9518 0.6953 0.8383
H -5.3543 1.5570 2.2014
H -4.3411 2.7064 1.3553
H -3.5322 2.6127 3.6289
H -3.5843 0.8443 3.6358
H -1.4503 1.2802 3.3728
H -1.4984 3.6645 2.9788
H -0.2342 2.7142 2.1906
H -2.6979 3.9360 0.8656
H -0.9948 4.2143 0.5347
H -3.8393 3.2273 -0.8252
H -3.3919 2.1799 -2.1565
H -5.3722 1.4048 -0.5873
H -4.2047 0.2266 -1.1809
H -4.5053 -0.1340 1.0423
O 1.9925 -0.8644 2.2304
C 0.8088 -0.6700 2.0797
O 0.3134 0.1031 1.1332
C -0.2192 -1.3913 2.9072
C 0.1536 -2.1271 4.0284
C -0.8061 -2.8508 4.6929
C -2.1072 -2.9243 4.1584
C -3.1076 -3.7514 4.7228
C -4.3084 -3.9175 4.0947
C -4.5622 -3.2551 2.8761
C -3.6410 -2.3978 2.3380
C -2.3969 -2.1934 2.9718
N -1.4645 -1.3544 2.4254
H 1.1864 -2.1036 4.3462
H -0.5610 -3.4037 5.5909
H -2.8877 -4.2643 5.6501
H -5.0571 -4.5780 4.5091
H -5.4912 -3.4471 2.3556
H -3.8111 -1.9385 1.3712
C -0.1453 -2.8790 -1.7081
C -1.1711 -2.3503 -2.7115
C -1.6400 -1.0741 -2.0314
O -1.5438 -1.3343 -0.5988
C -0.8425 -2.5996 -0.3895
H 0.7817 -2.3025 -1.7659
H 0.0829 -3.9345 -1.8323
H -1.9966 -3.0571 -2.8023
H -0.7636 -2.1636 -3.7021
H -2.6701 -0.8185 -2.2762
H -0.9897 -0.2270 -2.2698
H -1.5811 -3.3693 -0.1565
H -0.1508 -2.5005 0.4420
C 2.7257 4.4606 -2.4699
Si 3.1368 3.2355 -1.1008
C 4.9859 2.9860 -0.9162
C 2.2892 3.6171 0.5524
C 2.2517 1.6013 -1.6974
Te 2.7725 -0.0324 -0.4622
C 4.5413 -0.5344 -1.4893
Si 4.2299 -1.5669 -3.1140
C 3.8833 -3.3518 -2.6202
C 5.8598 -1.2714 -4.0124
C 2.8150 -0.8714 -4.1584
H 3.0081 5.4658 -2.1501
H 1.6637 4.4720 -2.7183
H 3.2873 4.2390 -3.3780
H 5.4513 3.9246 -0.6090
H 5.4568 2.6974 -1.8572
H 5.2342 2.2443 -0.1540
H 3.0205 3.9298 1.2991
H 1.7743 2.7334 0.9420
H 1.5708 4.4332 0.4518
H 2.5258 1.3771 -2.7263
H 1.1734 1.7440 -1.6168
H 5.1331 -1.1552 -0.8148
H 5.1034 0.3674 -1.7236
H 3.8674 -3.5051 -1.5397
H 4.6667 -3.9948 -3.0249
H 2.9367 -3.7090 -3.0284
H 6.7028 -1.6204 -3.4152
H 6.0074 -0.2155 -4.2392
H 5.8618 -1.8239 -4.9538
H 1.8621 -0.8154 -3.6238
H 2.6682 -1.5263 -5.0197
H 3.0501 0.1175 -4.5550
```

Computed properties:
max |F| = 0.0318 hartree/bohr
charge = +3
HOMO level (alpha / beta) = -16.23 / -16.36 eV
spin multiplicity = 4
relative energy (zero: lowest compared OMol25 entry of this formula, charge and spin) = 0.00 kcal/mol

=====

Molecular formula: C28H46N3O4P2Pd
Method: DFT, ωB97M-V with the def2-TZVPD basis set

Geometry as XYZ:
```
84
Properties=species:S:1:pos:R:3
Pd -0.2896 0.2713 0.0192
C -3.1967 -3.3971 -0.2566
C -2.5593 -2.6169 0.8925
C -2.7286 -3.3736 2.2041
O -1.1637 -2.4638 0.6456
C -3.2888 -1.2325 0.9675
O -4.4673 -1.2781 1.3518
O -2.6422 -0.2106 0.6069
H -2.7314 -4.3836 -0.3544
H -3.0762 -2.8514 -1.1954
H -4.2624 -3.5179 -0.0639
H -2.4107 -4.4146 2.0894
H -3.7726 -3.3419 2.5103
H -2.1155 -2.9127 2.9800
H -1.0169 -1.4909 0.4439
C -0.0778 4.4672 -0.6267
P 0.3152 2.6677 -0.4822
C 1.7977 2.8410 0.6596
N 2.5916 3.8627 0.5019
C 3.7156 3.9408 1.2724
C 4.6199 5.0105 1.0832
C 5.7522 5.0894 1.8437
C 6.0243 4.1071 2.8245
C 5.1634 3.0639 3.0169
C 3.9906 2.9622 2.2344
N 3.1244 1.9295 2.4447
C 2.0573 1.8532 1.6957
P 0.8902 0.4284 1.9433
C 2.0080 -0.7160 2.8400
C -0.2024 1.0777 3.3338
C -1.0816 -0.0953 3.7753
C 0.5806 1.6233 4.5284
C -1.1122 2.1730 2.7759
C 1.1691 2.3680 -2.1481
C 2.1382 3.4480 -2.6225
C 1.8824 1.0201 -2.0153
C 0.0283 2.2461 -3.1657
H 0.8130 5.0796 -0.7608
H -0.5998 4.7825 0.2783
H -0.7591 4.6020 -1.4675
H 4.3883 5.7451 0.3224
H 6.4489 5.9049 1.6960
H 6.9196 4.1884 3.4280
H 5.3459 2.2992 3.7610
H 2.4747 -0.2731 3.7187
H 2.7917 -1.0245 2.1474
H 1.4302 -1.5990 3.1117
H -0.4931 -0.9201 4.1827
H -1.6758 -0.4610 2.9377
H -1.7705 0.2423 4.5561
H 1.1413 0.8410 5.0430
H -0.1232 2.0525 5.2490
H 1.2837 2.4057 4.2401
H -1.6905 1.8091 1.9251
H -0.5383 3.0532 2.4666
H -1.8087 2.4877 3.5600
H 2.9065 3.6694 -1.8837
H 1.6176 4.3792 -2.8579
H 2.6314 3.1040 -3.5383
H 2.8412 1.1305 -1.5010
H 2.0577 0.5724 -2.9993
H 1.2417 0.3546 -1.4002
H -0.5072 3.1924 -3.2766
H -0.6809 1.4699 -2.8800
H 0.4471 1.9839 -4.1440
O -0.8788 -0.7584 -2.2098
C -0.7548 -1.8882 -2.6673
C -0.8688 -2.1448 -4.1593
C 0.3738 -2.7903 -4.8233
C 1.4011 -3.3805 -3.8557
C 0.8864 -4.5874 -3.0739
C -0.4565 -4.3071 -2.3852
N -0.5420 -2.9583 -1.8748
H -1.0832 -1.1779 -4.6087
H -1.7524 -2.7708 -4.3113
H 0.8751 -2.0282 -5.4226
H 0.0498 -3.5689 -5.5201
H 1.7126 -2.6048 -3.1522
H 2.2938 -3.6713 -4.4150
H 1.6334 -4.8729 -2.3293
H 0.7599 -5.4398 -3.7490
H -0.5998 -4.9839 -1.5437
H -1.2758 -4.5024 -3.0852
H -0.7397 -2.7966 -0.8798
```

Computed properties:
max |F| = 0.0250 hartree/bohr
charge = -1
HOMO level = -3.37 eV
relative energy (zero: lowest compared OMol25 entry of this formula, charge and spin) = 17.43 kcal/mol